Entry 1:
37
Properties=species:S:1:pos:R:3:forces:R:3 method="wB97M-V/def2-TZVPD" multiplicity=1 homo_lumo_gap_ev=2.721 energy_ev=-33051.6603 charge=-1
C 0.1469 -2.3354 4.6758 -6.97 3.06 -6.08
C -0.9155 -2.0325 3.7841 6.81 -1.57 5.85
C -2.1964 -1.6474 2.8362 -0.11 -0.02 1.24
C -1.8173 -0.9439 1.4048 -0.57 0.07 -0.42
C -0.4392 -1.4890 0.7037 0.37 1.13 -0.94
C 0.0216 -0.4180 -0.4953 -0.12 -1.21 -3.51
C -0.0762 -0.8473 -2.0950 1.49 3.85 1.81
C -0.6310 -2.2831 -2.6598 0.42 2.22 -0.53
O -2.0822 -2.4193 -2.3100 3.22 3.40 0.62
O -2.3424 -3.7135 -2.4326 -0.27 -4.74 0.69
C 0.4456 0.2729 -3.2015 0.73 1.47 1.85
O 0.4078 0.0192 -4.6679 1.33 0.16 2.68
C 1.0504 1.7178 -2.7176 -1.96 -3.06 4.31
N 1.5886 2.8174 -3.6066 -5.52 1.07 -4.35
C 0.6558 3.2303 -4.5371 -5.31 -2.27 1.69
O -0.5265 3.4414 -5.1768 10.00 -1.05 4.45
C 1.0635 2.0079 -1.0833 -0.07 -0.70 -3.66
N 0.5711 0.9618 -0.0760 0.51 0.93 1.53
C 0.6903 1.3880 1.4020 -1.53 0.86 6.25
C 0.6342 1.7147 2.7740 -0.67 -2.32 -8.89
H 1.1016 -2.2224 5.3835 -2.76 -0.41 -2.10
H -2.9253 -2.5874 2.7343 1.93 1.92 0.11
H -2.8293 -0.8406 3.4473 1.51 -1.84 -1.18
H -1.8453 0.2324 1.5624 0.55 -2.61 -0.35
H -2.6976 -1.1711 0.6310 1.88 0.40 1.75
H -0.6432 -2.5656 0.2442 0.50 2.46 0.74
H 0.4855 -1.5711 1.4161 -1.96 0.27 -1.01
H -0.6126 -2.2569 -3.8531 0.43 -0.13 2.73
H 0.0345 -3.1320 -2.2055 -1.56 1.35 -0.78
H -1.8263 -4.1748 -1.6917 -1.04 0.81 -1.15
H 1.3564 -0.0687 -4.9785 -1.50 0.15 0.70
H 1.4656 3.0614 -0.6914 -1.01 -2.84 -0.59
H 0.2083 2.0112 3.8485 1.42 -0.65 -3.15
C 3.1103 3.9946 2.9449 0.01 0.08 0.52
O 2.8855 4.8046 3.8311 -0.55 1.48 1.56
O 2.8859 4.1737 1.7423 -0.95 1.18 -3.45
O 3.5970 2.8707 3.1136 1.32 -2.92 1.07

---

Entry 2:
12
Properties=species:S:1:pos:R:3:forces:R:3 method="wB97M-V/def2-TZVPD" multiplicity=1 homo_lumo_gap_ev=7.455 energy_ev=-68339.2380 charge=-1
Au 0.8710 -0.4124 0.2772 -0.08 0.26 -0.04
S 3.3221 2.2179 1.6243 0.20 -0.37 0.19
Sb 4.2060 0.2236 2.1567 -0.35 0.22 -0.48
S 4.2894 -1.0377 0.0018 0.30 0.11 0.06
S 2.6111 -1.5995 1.1035 -0.12 -0.03 0.21
F -0.7589 0.9072 -0.5331 0.19 -0.31 0.13
P -2.2300 0.0756 -0.7472 -0.28 -0.18 -0.04
F -1.3835 -1.1353 -1.4183 0.03 0.13 0.07
F -3.5996 -0.7233 -0.9407 -0.01 0.00 0.01
F -2.3611 0.7747 -2.1806 0.02 0.05 -0.01
F -2.9750 1.3096 -0.0523 0.04 0.03 0.00
F -1.9915 -0.6004 0.7087 0.05 0.08 -0.10

---

Entry 3:
43
Properties=species:S:1:pos:R:3:forces:R:3 method="wB97M-V/def2-TZVPD" multiplicity=1 homo_lumo_gap_ev=4.205 e_above_lowest_kcal_mol=0.0 energy_ev=-33781.4250 charge=+3
Tl 0.1377 -0.1890 -0.3157 0.20 0.18 0.00
O -0.9024 -2.7386 -1.7901 0.49 0.65 0.23
H -1.7348 -3.0100 -2.1771 -0.49 0.15 -0.22
H -0.3728 -3.5358 -1.7766 0.17 -0.33 0.16
O 2.4381 1.1075 -1.8482 -0.62 -0.41 0.34
H 2.3567 1.9327 -2.3263 -0.09 0.28 -0.21
H 3.3619 0.8714 -1.9322 0.48 -0.07 0.24
O 2.9163 0.9783 3.3193 -0.02 -0.37 -0.29
H 2.5586 1.6929 3.8462 -0.11 0.16 0.22
H 3.8630 1.1186 3.3356 0.48 0.09 0.23
O -1.6200 1.7034 0.9307 0.82 -0.63 -0.44
H -2.4472 1.3848 1.2920 -0.82 -0.79 0.37
H -1.6541 2.6521 1.0534 0.38 0.47 -0.18
O -0.1129 2.5452 -1.5928 -0.02 -0.84 0.00
H -0.9591 2.9909 -1.6323 -0.35 0.16 0.03
H 0.5316 3.2427 -1.7122 0.29 0.30 0.05
O 0.8032 -2.8634 0.6909 0.02 1.01 -0.08
H 0.3994 -3.4160 1.3602 -0.47 -0.14 0.35
H 1.3797 -3.4549 0.2072 0.35 -0.11 -0.45
O 0.0415 -0.5118 2.7210 -0.25 0.10 -0.99
H -0.1478 0.2301 3.2954 -0.14 0.35 0.10
H 0.3768 -1.1899 3.3074 0.30 -0.40 0.11
O 2.8304 -0.5333 1.0073 -0.66 0.25 -1.60
H 2.8073 -0.1041 1.8625 -0.51 0.92 1.14
H 3.3986 -1.2929 1.1353 0.04 -0.74 -0.13
O -2.6664 0.4621 -1.9509 0.86 -0.16 0.20
H -2.7825 1.3933 -2.1398 -0.10 0.33 -0.17
H -3.5506 0.1409 -1.7746 -0.35 -0.28 0.10
O -4.0587 0.4373 1.7151 0.21 0.15 -0.41
H -4.4077 -0.0858 2.4368 -0.09 -0.15 0.54
H -4.7929 0.9862 1.4396 -0.47 0.28 -0.06
O 1.9843 -1.9053 -1.9790 -0.56 0.13 0.82
H 2.8714 -1.6924 -2.2686 0.48 0.22 -0.02
H 1.5894 -2.3550 -2.7260 -0.28 -0.32 -0.27
O 1.1774 2.2063 1.1863 -0.14 -0.76 -0.35
H 1.7728 2.8985 0.8991 0.42 0.14 -0.29
H 0.7027 2.5888 1.9242 -0.31 -0.01 0.26
O 0.0458 -0.0461 -3.2580 -0.44 -0.37 1.00
H 0.5596 -0.7129 -3.7137 0.28 -0.27 -0.01
H -0.0211 0.6748 -3.8842 -0.11 0.66 -0.04
O -2.5579 -1.3832 0.4736 1.18 -0.21 -0.72
H -3.3866 -0.9294 0.6269 -0.36 0.88 0.37
H -2.7287 -2.2888 0.7324 0.29 -0.50 0.07

---

Entry 4:
80
Properties=species:S:1:pos:R:3:forces:R:3 method="wB97M-V/def2-TZVPD" multiplicity=3 homo_lumo_gap_ev="7.436 / 7.712" energy_ev=-50745.9621 charge=0
C 1.4007 3.8472 1.4762 -0.09 0.01 0.13
C 0.4292 2.7467 1.0491 0.23 0.57 -0.12
S 1.2174 1.2649 0.3863 0.12 -0.59 0.07
C 1.1233 1.3949 -1.4336 -0.36 0.68 0.11
C 1.3945 2.8012 -1.8712 0.53 -0.50 0.05
C 2.6325 3.2796 -1.9992 -0.52 0.28 -0.07
C 2.7750 4.6906 -2.4363 0.53 0.01 -0.36
O 3.6379 5.0760 -3.2010 -0.21 -0.08 0.59
C 1.7182 5.5952 -1.9026 -0.10 0.07 0.07
C 0.4825 5.1292 -1.7771 0.36 -0.07 0.02
C 0.2541 3.7116 -2.1719 -0.43 0.05 -0.18
O -0.7557 3.3327 -2.7257 0.11 0.01 0.41
H 0.9372 4.8253 1.4292 -0.23 0.24 -0.05
H 2.2974 3.8838 0.8743 0.20 -0.09 -0.19
H 1.6792 3.6966 2.5110 0.30 -0.08 0.21
H -0.1044 2.4315 1.9317 -0.26 -0.32 0.20
H -0.3263 3.1560 0.3891 -0.16 -0.19 -0.39
H 1.8756 0.7335 -1.8327 0.21 -0.33 0.04
H 0.1590 1.0661 -1.7949 -0.24 -0.08 -0.04
H 3.4977 2.6774 -1.7874 0.32 -0.13 -0.23
H 2.0050 6.5977 -1.6379 0.02 0.31 -0.17
H -0.3310 5.7193 -1.3980 -0.35 0.14 -0.14
C -3.8718 1.3125 3.5211 -0.11 -0.13 0.05
C -2.5864 1.5440 4.3532 -0.88 0.23 -1.14
C -1.4858 0.5855 3.8977 0.27 -0.30 0.13
C -1.7173 -0.8604 4.3308 -0.05 0.06 0.07
C -1.9619 -0.9393 5.8378 0.37 0.04 -0.29
C -3.0794 -0.0112 6.3150 -1.15 -0.73 0.18
N -2.8662 1.3761 5.8081 1.80 -0.26 0.20
O -1.9750 1.9870 6.5158 -0.45 0.30 0.12
C -4.4455 -0.5577 5.8596 -0.03 0.04 -0.19
C -3.1212 0.0022 7.8386 0.23 0.24 0.18
C -2.1545 2.9771 4.0640 0.26 0.27 0.36
H -3.8837 1.9578 2.6440 0.15 0.03 0.00
H -3.9636 0.2920 3.1514 -0.02 0.00 0.07
H -4.7647 1.5501 4.0986 0.02 0.00 0.02
H -0.5231 0.9189 4.3002 -0.07 0.08 0.09
H -1.4020 0.6389 2.8094 -0.05 0.05 -0.02
H -2.5555 -1.2984 3.7824 -0.02 0.03 0.02
H -0.8413 -1.4578 4.0724 -0.01 -0.02 -0.02
H -2.2058 -1.9648 6.1225 -0.09 0.01 0.06
H -1.0336 -0.6854 6.3590 -0.05 0.12 0.03
H -5.2412 0.1522 6.0888 0.02 0.03 0.00
H -4.6664 -1.4829 6.3912 0.09 0.00 0.10
H -4.4935 -0.7950 4.7997 0.02 0.06 0.03
H -2.1614 0.2735 8.2736 -0.03 0.09 -0.07
H -3.3776 -0.9926 8.2006 -0.05 -0.06 -0.09
H -3.8741 0.7023 8.2030 0.01 0.02 -0.02
H -2.9075 3.6917 4.4002 -0.01 -0.02 0.03
H -2.0261 3.1050 2.9900 -0.11 -0.11 -0.07
H -1.2064 3.2339 4.5350 -0.08 -0.06 0.13
C 0.2035 -3.7848 -5.8154 0.04 -0.13 0.08
C 0.9621 -2.5393 -5.2961 -0.94 -0.61 -0.81
C 2.2737 -2.3590 -6.0621 0.44 0.01 0.11
C 3.3471 -3.3787 -5.6857 -0.08 0.01 0.05
C 3.5642 -3.4045 -4.1739 0.14 0.28 -0.36
C 2.2726 -3.6159 -3.3851 -0.10 -1.31 0.43
N 1.2199 -2.6549 -3.8291 1.40 1.17 -0.29
O 1.4247 -1.4909 -3.3115 -0.47 -0.06 0.31
C 1.7903 -5.0699 -3.5444 -0.08 -0.02 -0.17
C 2.5434 -3.4261 -1.8969 -0.02 0.35 0.14
C 0.0587 -1.3403 -5.5630 0.03 0.32 0.25
H -0.4825 -3.5102 -6.6151 0.06 0.14 -0.03
H 0.8640 -4.5475 -6.2263 0.01 0.00 0.08
H -0.3973 -4.2392 -5.0281 0.02 0.02 0.02
H 2.6642 -1.3542 -5.8728 -0.07 0.01 0.09
H 2.0663 -2.4146 -7.1327 -0.11 0.01 -0.01
H 3.0790 -4.3738 -6.0507 -0.03 0.00 0.02
H 4.2830 -3.1160 -6.1821 0.00 -0.02 -0.01
H 4.2730 -4.1928 -3.9126 -0.05 -0.05 0.09
H 4.0248 -2.4597 -3.8680 -0.12 0.04 0.05
H 0.8100 -5.2041 -3.0856 -0.01 0.03 0.00
H 2.4839 -5.7436 -3.0422 0.07 0.09 0.07
H 1.7333 -5.4039 -4.5774 -0.03 0.05 0.03
H 2.9934 -2.4591 -1.6803 -0.10 0.02 -0.05
H 3.2359 -4.1944 -1.5558 0.00 -0.09 -0.07
H 1.6235 -3.5146 -1.3172 -0.01 0.02 -0.02
H -0.8749 -1.4207 -5.0040 0.01 -0.01 0.01
H -0.1810 -1.3029 -6.6246 0.01 -0.11 -0.05
H 0.5346 -0.3968 -5.3024 0.00 -0.07 0.10

---

Entry 5:
20
Properties=species:S:1:pos:R:3:forces:R:3 method="wB97M-V/def2-TZVPD" multiplicity=1 homo_lumo_gap_ev=7.117 energy_ev=-26656.3280 smiles="CC(Cn1cnnn1)=[S@@](N)(=O)[O-]" charge=-1
C -1.2083 -1.2855 0.5419 -0.03 0.54 -1.77
C 0.0556 -0.5565 0.0616 -0.73 1.95 -2.65
C 0.2001 0.0974 -1.3722 -2.04 -2.92 -0.37
N -0.7208 1.2829 -1.7769 0.96 -0.36 1.10
C -0.5112 2.6514 -1.7836 0.56 -3.07 -0.95
N -1.6219 3.1819 -2.1903 0.29 1.65 -0.53
N -2.4774 2.2007 -2.4030 -2.19 0.02 0.45
N -2.0025 1.0602 -2.0836 1.37 -0.06 -0.50
S 0.4664 0.7018 1.0448 0.47 -0.12 3.98
N 1.5024 -0.1524 2.2244 0.59 -0.10 -1.85
O 1.3136 1.7023 0.4358 0.62 0.05 -0.64
O -0.5997 1.2613 1.8657 0.10 -0.31 0.04
H -1.0354 -2.3072 0.3989 0.18 -1.91 -0.30
H -1.3160 -1.1781 1.5773 -0.18 0.42 1.59
H -2.2135 -1.1086 0.0798 0.90 0.58 0.08
H 1.2121 0.4206 -1.4600 0.40 0.44 -0.40
H -0.0216 -0.7649 -2.1538 0.34 2.02 1.33
H 0.4979 3.0291 -1.8299 -0.26 0.37 0.75
H 2.4098 -0.2764 1.7194 -1.11 0.02 1.09
H 1.5635 -0.0676 3.2337 -0.25 0.79 -0.46

---

Entry 6:
12
Properties=species:S:1:pos:R:3:forces:R:3 method="wB97M-V/def2-TZVPD" multiplicity=1 homo_lumo_gap_ev=6.823 e_above_lowest_kcal_mol=69.6 energy_ev=-13330.0539 charge=0
O 0.3052 -0.9360 0.2186 0.11 -0.81 -0.85
C -0.1680 0.2897 -0.0433 -0.47 0.88 5.25
C 1.7295 -0.9704 0.0522 -0.26 -0.03 -0.28
O -1.1230 0.7143 0.6002 0.64 -0.09 -2.16
O 0.7910 1.0922 -0.4836 0.35 0.41 -1.22
C 2.0178 0.3663 -0.6439 0.09 -0.10 -0.31
H 1.9862 -1.8420 -0.5580 0.03 0.20 0.18
H 2.1812 -1.0500 1.0475 -0.06 0.02 -0.22
H 2.2181 0.2578 -1.7164 0.02 -0.01 0.26
H 2.8220 0.9348 -0.1668 -0.24 -0.06 -0.14
H -2.2510 -1.0644 -0.9379 -1.28 -0.03 1.32
Ag -3.2952 -0.6353 0.9357 1.07 -0.39 -1.82